The following is a DFT calculation (the ωB97M-V functional and the def2-TZVPD basis) of the molecule C24H21ClN2O5S at a distorted geometry.

Element x y z (Å)
C 3.34151 4.28112 4.00650
O 3.40860 2.84920 3.83165
C 2.61775 2.10799 3.00540
C 2.04099 2.60109 1.82256
C 1.25767 1.77721 1.01892
C 1.19381 0.40100 1.19985
C 0.56293 -0.55178 0.08547
C 1.57723 -0.75677 -0.99636
C 2.50929 0.21577 -1.45357
N 3.00843 -0.14744 -2.69631
C 3.95856 0.57899 -3.54124
C 2.54279 -1.41837 -2.99024
C 2.92267 -2.19343 -4.07362
C 2.37193 -3.48394 -4.14991
C 1.48802 -3.93179 -3.14757
C 1.13012 -3.12251 -2.03893
C 1.70981 -1.86656 -1.92363
C -0.95368 -0.44584 -0.14072
Cl -1.12769 1.06382 -1.14605
S -1.92428 -0.24480 1.54187
O -1.47623 1.06895 1.93269
O -1.64320 -1.44228 2.31894
C -3.63923 -0.28593 1.01382
C -4.24675 0.94159 0.74712
C -5.60087 0.98658 0.44889
C -6.34138 -0.20897 0.42355
N -7.77159 -0.15300 0.42968
O -8.41970 -1.22301 0.49132
O -8.33654 0.96414 0.39760
C -5.70321 -1.45173 0.56929
C -4.35149 -1.48829 0.87862
C 1.82445 -0.11127 2.36199
C 2.55945 0.70274 3.20464
H 3.80909 4.47755 4.97727
H 3.92169 4.77335 3.22732
H 2.31785 4.65462 3.99507
H 2.21050 3.64585 1.58440
H 0.60527 2.17538 0.23711
H 0.26299 -1.57426 0.53289
H 2.66601 1.22846 -1.06033
H 4.00299 0.04813 -4.49349
H 3.59337 1.59908 -3.70159
H 4.98610 0.62155 -3.14478
H 3.57738 -1.82212 -4.86049
H 2.63030 -4.14160 -4.98149
H 1.10842 -4.96344 -3.19391
H 0.43417 -3.43666 -1.27619
H -1.46438 -1.43433 -0.49795
H -3.65258 1.85078 0.77514
H -6.09305 1.93410 0.27384
H -6.28639 -2.35936 0.47317
H -3.85790 -2.44502 1.00564
H 1.61418 -1.15145 2.64966
H 3.12382 0.30691 4.04646

Results
Gap between HOMO and LUMO (eV): 6.117
Max |F| (eV/A): 4.4
M (g mol⁻¹): 484.96
2S+1: 1
E_LUMO (Ha): -0.060
E_tot (hartree): -2271.0475